Computed, not measured: a 2-piece molecular cluster, C29H36NO4 overall in a non-equilibrium geometry, with wB97M-V/def2-TZVPD.

Computed properties:
relative energy (zero: lowest compared OMol25 entry of this formula, charge and spin)	0.4	kcal/mol
LUMO level	-5.1	eV

Structure (ORCA input):
```
! wB97M-V def2-TZVPD RIJCOSX def2/J DEFGRID3
* xyz 1 1
C -0.616 -0.015 3.825
O 0.623 -0.414 3.221
C 1.018 -1.654 3.584
O 0.365 -2.369 4.321
C 2.344 -2.039 2.969
C 3.418 -2.294 4.039
C 3.524 -3.812 4.168
C 2.996 -4.355 2.837
N 2.184 -3.294 2.286
C 1.598 -3.391 1.065
C 0.738 -2.436 0.542
C 0.153 -2.576 -0.806
C 0.055 -4.041 -1.253
C 1.449 -4.663 -1.104
C 1.902 -4.690 0.359
H -0.783 1.007 3.473
H -1.423 -0.683 3.488
H -0.531 -0.065 4.920
H 2.597 -1.216 2.288
H 4.362 -1.907 3.659
H 3.170 -1.795 4.972
H 4.556 -4.144 4.331
H 2.903 -4.183 4.989
H 3.862 -4.565 2.190
H 2.454 -5.306 2.956
H 0.428 -1.608 1.180
H -0.821 -2.072 -0.807
H 0.778 -2.051 -1.564
H -0.654 -4.588 -0.615
H -0.293 -4.070 -2.293
H 1.484 -5.669 -1.537
H 2.173 -4.042 -1.648
H 2.979 -4.928 0.363
H 1.410 -5.522 0.895
C -5.936 2.799 2.150
O -5.410 1.454 2.113
C -4.251 1.208 1.458
C -3.632 -0.049 1.673
C -2.449 -0.374 1.046
C -1.762 0.585 0.240
C -0.515 0.363 -0.471
C -0.327 1.120 -1.649
C 0.807 1.520 -2.351
C 0.797 2.639 -3.256
C 1.971 2.956 -3.994
C 2.045 4.037 -4.843
C 0.918 4.877 -5.036
O 1.085 5.950 -5.853
C -0.041 6.829 -6.062
C -0.282 4.569 -4.348
C -0.324 3.500 -3.461
C -2.367 1.871 0.124
C -3.625 2.146 0.609
H -6.683 2.737 2.940
H -5.168 3.544 2.396
H -6.414 3.062 1.197
H -4.122 -0.748 2.348
H -2.018 -1.372 1.169
H 0.257 -0.284 -0.059
H -1.273 1.465 -2.090
H 1.757 0.999 -2.189
H 2.839 2.305 -3.873
H 2.961 4.271 -5.381
H 0.301 7.508 -6.845
H -0.935 6.284 -6.402
H -0.280 7.388 -5.145
H -1.163 5.193 -4.520
H -1.247 3.330 -2.909
H -1.820 2.671 -0.379
H -4.093 3.099 0.365
*
```

Löwdin atomic charge list, values in e, 2 entries: atom 1 (C): -0.0412, atom 2 (O): -0.0584